[1]
{
  "formula": "C4H8O2",
  "method": "the ωB97M-V functional and the def2-TZVPD basis",
  "species": ["H", "H", "C", "O", "H", "H", "H", "C", "C", "H", "O", "C", "H", "H"],
  "coordinates": [[-1.148, 2.134, -0.890], [-1.004, -1.649, 0.191], [-0.099, -1.109, -0.115], [0.594, 0.852, -1.380], [1.485, -1.248, 1.369], [1.347, 0.860, -0.018], [-1.157, 1.311, 0.731], [-0.908, 1.252, -0.334], [0.673, -0.579, 1.111], [-1.086, -0.249, -1.889], [1.212, 0.687, 0.952], [-0.479, 0.047, -1.036], [0.522, -1.804, -0.691], [0.047, -0.506, 1.998]],
  "atomic_forces_ev_per_a": [[-0.42, 0.01, -0.49], [0.17, 0.07, -0.05], [0.03, 0.05, -0.06], [-0.92, 1.20, 0.79], [0.08, -0.61, 0.06], [0.07, -0.19, 0.67], [1.26, -0.06, -0.17], [0.49, 0.04, -1.05], [0.03, -0.49, 0.33], [-0.07, -0.22, -0.11], [0.78, 1.05, 0.11], [-1.01, -0.74, -0.15], [-0.11, 0.14, 0.05], [-0.38, -0.25, 0.08]],
  "nbo_charge": [0.21, 0.22, -0.46, -0.58, 0.17, 0.50, 0.21, -0.02, -0.07, 0.18, -0.75, 0.01, 0.22, 0.16],
  "e_homo_ev": -9.35,
  "max_force_ev_per_a": 1.7,
  "total_energy_ha": -307.55701,
  "homo_lumo_gap_ev": 9.03,
  "e_above_lowest_kcal_mol": 97.53,
  "multiplicity": 1
}

***

[2]
{
  "formula": "C3H7N2O3P",
  "method": "the ωB97M-V functional and the def2-TZVPD basis",
  "species": ["O", "N", "O", "H", "H", "H", "H", "C", "H", "H", "C", "N", "O", "H", "C", "P"],
  "coordinates": [[3.446, -0.257, 1.103], [-1.397, -1.153, -1.675], [0.833, -0.993, -0.224], [4.467, 1.032, -0.102], [-3.302, 2.313, 1.268], [-2.247, 2.848, -0.316], [1.202, -0.510, 0.546], [-2.535, 2.237, 0.460], [-1.247, -3.129, 0.199], [-1.073, -0.500, -2.354], [3.701, 0.244, 0.045], [-1.159, 0.197, 0.793], [-1.171, -2.363, 0.711], [3.094, 0.013, -0.839], [-1.813, 1.184, 0.631], [-0.799, -1.164, -0.244]],
  "atomic_forces_ev_per_a": [[0.12, -0.01, 0.32], [-0.08, -1.31, 2.04], [-1.06, -0.02, 0.34], [0.14, -0.29, 0.26], [0.36, 0.58, -1.32], [0.08, 1.83, -1.24], [-0.34, -0.55, -0.28], [-1.45, -0.85, 2.58], [-0.34, -2.28, -1.16], [0.33, 0.31, -0.27], [-0.34, 0.55, -0.37], [1.63, -2.06, -0.06], [0.08, 2.01, 0.72], [0.03, -0.17, -0.26], [-0.13, -0.70, -0.43], [0.97, 2.97, -0.88]],
  "nbo_charge": [-0.51, -1.34, -1.00, 0.11, 0.26, 0.25, 0.53, -0.69, 0.51, 0.40, 0.28, -0.82, -0.94, 0.12, 0.52, 2.32],
  "e_homo_ev": -8.72,
  "max_force_ev_per_a": 3.2,
  "total_energy_ha": -795.07612,
  "homo_lumo_gap_ev": 9.28,
  "e_above_lowest_kcal_mol": 25.51,
  "multiplicity": 1
}

***

[3]
{
  "formula": "C29H37CuN8O2S3",
  "method": "the ωB97M-V functional and the def2-TZVPD basis",
  "species": ["H", "C", "H", "H", "N", "C", "H", "H", "H", "C", "N", "H", "H", "N", "C", "N", "H", "H", "H", "C", "C", "H", "H", "C", "C", "H", "S", "H", "C", "C", "C", "N", "H", "O", "H", "H", "C", "C", "C", "H", "C", "N", "H", "C", "Cu", "H", "H", "C", "H", "H", "H", "H", "H", "S", "H", "C", "C", "S", "O", "H", "H", "N", "C", "N", "C", "H", "H", "C", "C", "H", "H", "H", "C", "H", "H", "C", "C", "C", "C", "C"],
  "coordinates": [[3.981, -1.548, 0.982], [-0.026, 3.293, 1.300], [4.974, 0.413, 1.440], [-3.963, -0.174, -0.348], [4.888, -2.110, 0.807], [-5.162, -0.304, -3.518], [-6.772, 0.787, -2.587], [-2.960, 3.400, -0.430], [-5.702, -1.236, -3.643], [-2.171, 4.189, 1.906], [3.572, -3.931, 0.439], [-1.568, 0.600, 1.388], [6.666, -1.423, 1.670], [-1.929, 1.585, -0.431], [-1.362, 3.525, 0.992], [-3.906, -0.296, -3.957], [-3.108, 1.473, 1.273], [2.758, -3.366, 0.626], [-6.598, 3.242, -2.303], [-2.002, -3.709, 3.297], [-0.656, -3.535, 3.576], [3.439, -4.895, 0.196], [0.097, 4.759, 4.350], [6.087, -1.285, 0.753], [-2.154, -2.643, -0.353], [-5.213, 3.346, -1.211], [-0.613, 1.747, -2.763], [-3.179, -3.000, -0.481], [-3.076, -0.420, 0.248], [-5.511, 3.227, -2.255], [4.790, -3.367, 0.476], [5.862, -4.110, 0.144], [6.787, -3.756, 0.307], [2.740, -0.684, 0.893], [5.845, 0.442, -1.490], [3.793, 0.132, -3.255], [-1.648, 4.632, 3.113], [2.635, 0.039, -0.131], [0.493, 3.730, 2.508], [3.944, -1.114, -1.382], [-0.283, -2.813, 1.313], [3.328, 0.547, -2.459], [-5.110, 4.072, -2.812], [-0.314, 4.407, 3.413], [1.278, 0.408, -2.427], [6.572, 0.789, 0.814], [-1.533, -3.078, -1.130], [5.091, 0.608, -0.713], [5.767, -5.094, -0.030], [1.535, 3.549, 2.743], [-3.542, -3.579, 1.810], [0.374, -2.428, 0.540], [-1.355, 3.454, -1.151], [-0.074, -1.465, -2.203], [-3.216, 4.365, 1.675], [-5.748, 0.803, -2.932], [0.202, -3.077, 2.584], [-1.567, 0.803, -4.379], [1.684, 0.798, -0.397], [4.912, 1.687, -0.666], [-0.276, -3.754, 4.565], [-2.141, -1.195, -0.545], [3.783, -0.054, -1.189], [-3.694, 1.949, -3.219], [-3.241, 0.835, -3.774], [-2.284, 5.155, 3.815], [0.599, 2.744, 0.606], [-1.264, 0.865, -1.379], [-4.966, 1.952, -2.817], [6.718, -1.564, -0.098], [3.513, 1.544, -2.469], [-3.389, -1.014, 1.105], [-1.930, 3.046, -0.326], [1.247, -2.908, 2.812], [-2.678, -4.046, 4.071], [-2.488, -3.438, 2.024], [-1.222, -0.565, -1.314], [-1.633, -2.998, 1.021], [5.680, 0.185, 0.641], [-2.405, 0.850, 0.725]],
  "atomic_forces_ev_per_a": [[0.06, -0.18, -0.29], [-0.02, -0.05, 0.04], [0.03, 0.04, 0.06], [-0.02, -0.03, 0.00], [-0.15, 0.35, 0.17], [-0.07, 0.08, 0.02], [-0.01, -0.01, -0.03], [0.04, -0.03, -0.04], [-0.04, 0.05, -0.02], [0.02, -0.02, -0.02], [0.01, 0.01, 0.03], [-0.02, 0.06, 0.02], [0.06, -0.02, -0.06], [0.16, -0.09, -0.10], [-0.06, -0.05, -0.06], [0.18, -0.07, -0.02], [0.01, 0.02, 0.00], [0.00, 0.03, -0.03], [0.00, 0.02, 0.03], [0.00, -0.01, 0.04], [-0.02, -0.04, 0.04], [0.00, -0.02, 0.01], [0.00, -0.02, 0.00], [0.10, 0.05, 0.06], [0.04, 0.01, 0.17], [-0.01, -0.02, 0.00], [-0.01, -0.23, -0.11], [0.01, 0.04, 0.00], [-0.13, 0.19, -0.08], [0.01, 0.05, 0.03], [-0.10, -0.09, -0.01], [-0.01, 0.03, 0.00], [0.01, 0.00, 0.02], [0.04, -0.03, 0.09], [0.00, 0.06, -0.02], [0.12, 0.04, 0.00], [-0.03, 0.05, 0.01], [0.03, -0.06, -0.23], [0.05, 0.01, -0.02], [0.01, -0.05, -0.03], [0.03, 0.06, 0.00], [-0.07, -0.05, 0.00], [0.00, 0.01, 0.01], [0.00, 0.01, 0.02], [-0.12, -0.15, -0.45], [0.00, 0.00, 0.04], [-0.08, -0.08, -0.01], [-0.02, -0.17, 0.13], [0.01, 0.00, -0.01], [-0.01, -0.01, 0.00], [0.00, 0.00, -0.02], [0.02, 0.05, 0.02], [-0.07, 0.02, -0.05], [0.05, 0.17, -0.07], [0.01, 0.01, -0.02], [0.09, 0.01, -0.02], [0.02, 0.01, -0.04], [0.13, -0.03, 0.22], [0.21, 0.17, 0.53], [0.02, 0.01, -0.04], [-0.01, 0.04, 0.01], [0.28, 0.23, -0.09], [-0.09, 0.15, 0.26], [-0.02, 0.13, -0.05], [-0.22, 0.14, 0.04], [0.01, -0.01, 0.00], [0.06, -0.04, -0.03], [-0.32, 0.34, 0.04], [-0.03, -0.21, 0.02], [-0.05, -0.03, -0.01], [0.10, 0.01, -0.01], [0.02, -0.03, 0.00], [-0.05, 0.05, 0.11], [0.00, 0.02, -0.01], [0.01, -0.03, -0.01], [0.03, -0.05, -0.06], [-0.06, -0.49, -0.01], [-0.08, -0.03, 0.01], [-0.07, -0.07, -0.18], [-0.03, -0.22, 0.06]],
  "lowdin_spin": [0.00, 0.00, 0.00, 0.00, 0.00, 0.00, 0.00, 0.01, 0.00, 0.00, 0.00, 0.01, 0.00, 0.25, 0.01, 0.00, 0.00, 0.00, 0.00, 0.00, 0.00, 0.00, 0.00, 0.00, 0.01, 0.00, 0.03, 0.00, 0.01, 0.00, 0.00, 0.00, 0.00, 0.00, 0.00, 0.00, 0.00, 0.00, 0.00, 0.00, 0.00, 0.00, 0.00, 0.00, 0.02, 0.00, 0.00, 0.00, 0.00, 0.00, 0.00, 0.00, 0.00, 0.10, 0.00, 0.00, 0.00, 0.05, 0.00, 0.00, 0.00, 0.08, 0.00, 0.00, 0.00, 0.00, 0.00, 0.27, 0.00, 0.00, 0.00, 0.00, 0.02, 0.00, 0.00, 0.00, 0.10, 0.00, 0.00, 0.02],
  "e_homo_ev": [-9.03, -9.98],
  "max_force_ev_per_a": 0.6,
  "total_energy_ha": -4550.75800,
  "homo_lumo_gap_ev": [7.01, 7.10],
  "e_above_lowest_kcal_mol": 15.84,
  "multiplicity": 2,
  "s_squared": 0.756,
  "total_charge": 1
}